# 1
Computed, not measured: a 9-piece molecular cluster, C30H52F3NO21S5 overall in a non-equilibrium geometry, with ωB97M-V with the def2-TZVPD basis set.

Geometry as XYZ:
```
112
Properties=species:S:1:pos:R:3:forces:R:3
C -0.48334 -0.49893 0.40232 0.63 0.00 -0.60
N 0.15751 0.78971 0.11540 -1.59 -5.26 1.96
O -0.60644 1.71681 -0.04328 -3.21 4.61 -1.09
O 1.38184 0.80859 0.01623 4.64 0.36 -0.58
H -1.15240 -0.49676 1.26282 -0.14 0.36 0.07
H 0.27122 -1.26879 0.56367 0.08 0.10 0.05
H -1.03592 -0.74527 -0.50436 -0.48 -0.28 -0.02
C 1.07540 2.08192 -4.25203 -0.21 -0.79 0.57
C -0.32238 2.39922 -4.88081 0.55 -0.59 -0.06
C -1.10196 1.07098 -5.19062 0.37 0.19 1.03
S -0.22700 -0.31413 -4.36227 1.76 0.53 1.27
O 0.55691 -1.07641 -5.35854 -1.50 0.44 0.72
O -1.12170 -0.96867 -3.38951 0.96 0.47 -1.73
C 1.02709 0.75087 -3.44769 -1.98 -0.56 -0.64
H 1.33280 2.82097 -3.49330 0.04 0.25 -0.37
H 1.83062 2.04832 -5.03727 0.11 -0.09 0.12
H -0.22603 3.02362 -5.76904 0.24 -0.28 -0.22
H -0.83749 3.06741 -4.19068 -0.47 -0.57 0.19
H -1.14435 0.69300 -6.21211 -0.15 0.62 -0.11
H -2.06943 1.14631 -4.69421 -0.11 -0.38 -0.38
H 1.93012 0.17136 -3.25587 0.07 0.17 -0.52
H 0.52443 0.80733 -2.48216 0.12 0.73 0.23
C -0.93313 5.04414 -1.75944 -0.45 -0.48 -0.05
C -1.71207 5.91343 -2.74677 -0.50 -0.53 0.04
C -2.61266 6.82716 -1.95665 -0.95 0.47 0.96
S -3.14449 5.81775 -0.44888 2.20 -0.68 0.52
O -4.48631 5.31657 -0.62938 -0.47 0.55 0.22
O -2.70921 6.48563 0.80830 -1.10 -0.67 -2.27
C -1.97110 4.41241 -0.77272 0.43 1.91 -0.38
H -0.15894 5.67429 -1.32165 0.01 -0.48 0.43
H -0.51084 4.16937 -2.25398 0.54 0.27 0.03
H -2.40073 5.28161 -3.30773 -0.04 -0.29 -0.16
H -1.13449 6.42448 -3.51704 0.32 0.16 0.31
H -3.46904 7.11641 -2.56580 -0.33 -0.16 0.39
H -2.23247 7.74889 -1.51624 0.59 -0.16 -0.12
H -2.47311 3.60723 -1.30917 -0.24 0.07 0.38
H -1.55583 4.09630 0.18422 0.00 -0.16 -0.22
C -4.83190 -0.20139 3.97483 0.79 -0.21 0.23
C -3.83150 -1.39872 3.99560 -0.94 0.39 -1.17
C -2.94348 -1.30976 5.16952 0.40 0.06 1.40
S -2.67223 0.50158 5.53665 0.83 -0.52 -1.82
O -1.47557 0.94957 4.80713 -1.29 -0.35 1.30
O -2.83276 0.72588 6.96498 0.28 -0.05 -0.77
C -4.17402 1.09183 4.63803 -0.85 -1.31 0.16
H -5.68199 -0.52143 4.57732 -0.01 0.29 0.23
H -5.22577 -0.12808 2.96114 0.23 0.70 0.02
H -3.21105 -1.47715 3.10286 0.05 0.60 -0.17
H -4.39589 -2.32978 3.94372 -0.11 -0.11 0.41
H -2.08755 -1.95137 4.96019 0.69 0.81 0.33
H -3.34870 -1.65490 6.12073 -0.42 -0.07 -0.07
H -3.97049 1.95582 4.00542 0.40 -0.42 -0.18
H -4.85811 1.41429 5.42298 0.19 0.13 0.06
C 0.03067 -3.39888 -2.10806 1.02 0.45 -0.67
C 0.21211 -4.48021 -1.05347 0.04 -1.08 -0.54
C 1.57330 -5.16915 -1.27515 0.45 -0.01 -1.07
S 1.93746 -5.23003 -3.11179 -0.03 3.82 2.05
O 1.53029 -6.48364 -3.65976 -0.02 -0.92 -0.60
O 3.31015 -4.69664 -3.28182 -1.85 -1.03 -0.16
C 0.62542 -3.88670 -3.47275 0.23 -0.89 0.35
H 0.54279 -2.46541 -1.87465 -0.03 -0.02 0.33
H -1.02836 -3.15550 -2.19361 0.18 0.06 -0.21
H -0.63037 -5.13727 -1.26928 0.21 -0.74 0.16
H 0.04790 -4.18156 -0.01812 0.30 0.41 -0.10
H 1.75183 -6.20267 -0.97840 -0.42 0.08 0.40
H 2.40178 -4.55092 -0.92945 -0.14 0.01 0.23
H -0.11993 -4.40670 -4.07453 0.05 -0.01 -0.05
H 1.08099 -3.09125 -4.06250 0.01 -0.15 0.09
C 3.32808 -1.98001 0.74114 0.08 0.90 -0.90
C 4.49060 -2.64252 0.02099 1.31 -0.85 0.68
C 5.54150 -1.60815 -0.49405 -1.27 0.85 -0.07
S 5.42319 -0.20345 0.71715 -0.46 -0.54 0.98
O 5.03059 1.03221 -0.00180 1.02 -1.70 1.15
O 6.59158 -0.26537 1.64454 -1.65 0.59 -1.82
C 3.97482 -0.96480 1.67998 0.53 0.32 -0.16
H 2.75983 -2.77476 1.22443 -0.04 0.35 0.37
H 2.67105 -1.48094 0.02885 -0.19 0.29 0.14
H 4.17367 -3.40466 -0.69091 0.10 0.50 -0.57
H 4.90402 -3.25212 0.82448 0.77 -0.09 -0.01
H 5.18264 -1.20312 -1.44023 -0.20 0.22 0.03
H 6.59873 -1.79994 -0.67729 -0.13 -0.66 0.61
H 3.35243 -0.18776 2.12378 -0.10 0.09 -0.62
H 4.47614 -1.46739 2.50712 0.22 -0.07 -0.06
C 1.14621 -0.55015 6.43774 1.14 0.44 -0.04
C 2.23473 0.30705 5.75502 -0.42 0.00 0.88
O 2.11893 0.02495 4.39359 -0.57 0.07 -0.08
C 1.44317 -1.14036 4.23892 -0.45 -1.82 -1.69
O 1.28300 -1.74479 3.18549 0.44 1.73 3.19
O 1.03557 -1.58256 5.48206 -1.08 -0.24 -1.42
F 3.46232 -0.13064 6.13735 0.79 -0.12 0.37
H 0.27318 0.06227 6.66335 -0.47 -0.32 -0.71
H 1.43038 -1.03798 7.37014 0.49 0.30 -0.06
H 2.17567 1.37353 5.97232 -0.04 -0.04 -0.41
C -5.47730 -4.57047 0.94584 -1.24 -0.02 -1.00
C -5.57905 -3.76988 -0.36155 0.54 -1.01 1.80
O -4.40118 -2.99175 -0.37716 0.07 -0.30 -0.29
C -3.57403 -3.33046 0.66678 3.46 0.93 -0.18
O -2.41776 -2.88257 0.84032 -5.30 -2.05 -0.44
O -4.20081 -4.30657 1.38525 2.14 0.11 1.16
F -6.64614 -2.99291 -0.22165 -1.28 1.43 -0.64
H -5.73591 -5.60552 0.72246 0.91 -0.36 0.27
H -6.23771 -4.26075 1.66275 0.15 0.45 0.06
H -5.74676 -4.47434 -1.17625 0.54 0.73 -0.70
C 4.02146 2.87926 -2.52867 0.45 0.10 0.37
C 4.79116 3.76761 -1.55513 -0.62 -3.26 0.67
O 3.78902 4.49206 -0.92078 0.55 1.10 0.52
C 2.69081 3.78439 -1.00376 -5.13 -1.16 0.99
O 1.60049 4.05016 -0.52117 2.93 -0.07 -0.96
O 2.87852 2.65847 -1.76109 -0.88 0.34 0.48
F 5.60131 4.56658 -2.13517 2.57 2.82 -1.88
H 4.50613 1.92901 -2.75278 0.03 0.18 0.00
H 3.72555 3.43442 -3.41881 0.36 0.05 -0.37
H 5.33002 3.15173 -0.83510 -0.04 0.04 0.24
```
Positions in Å, forces in eV/Å.

As for the spin multiplicity: 2. The gap between HOMO and LUMO (alpha / beta) is 2.3 / 6.4 eV. As for the charge: -1. As for the molar mass: 980.061 g mol⁻¹. The strongest force on any atom is 5.832 eV/A. The total energy is -5099.4428 Eh.

These are the Löwdin partial charges, in e, on atoms 1 to 8: atom 1 (C): -0.043, atom 2 (N): -0.612, atom 3 (O): -0.124, atom 4 (O): -0.122, atom 5 (H): 0.061, atom 6 (H): 0.055, atom 7 (H): 0.061, atom 8 (C): -0.192

=====

# 2
Computed, not measured: C25H45N6OPb2 as an isolated structure in a non-equilibrium geometry, with ωB97M-V with the def2-TZVPD basis set.

Geometry as XYZ:
```
79
Properties=species:S:1:pos:R:3:forces:R:3
Pb 3.24215 -9.64016 -14.17822 1.28 1.39 -1.15
Pb 0.60991 -9.73307 -11.12147 -0.73 2.11 1.79
C 1.55402 -6.56677 -13.00333 -0.66 -0.61 1.98
O 1.56140 -7.94960 -12.83174 0.37 0.21 -0.63
H 1.14369 -6.23138 -13.95583 -0.31 -0.33 -0.83
H 0.97945 -6.13378 -12.18450 -0.02 0.27 -0.21
H 2.56840 -6.16984 -13.04323 0.66 -0.11 -0.11
C 4.60498 -6.05361 -18.62014 1.75 0.38 0.14
C 5.55341 -5.23522 -17.71003 -0.35 -0.17 -0.80
C 5.08995 -5.21508 -16.30108 0.26 0.21 2.71
C 4.74184 -6.42252 -15.55930 -0.82 -0.31 -1.05
N 4.39191 -7.37284 -15.01251 -0.59 -1.08 0.61
H 5.12909 -6.05361 -19.57586 -0.74 0.14 -0.40
H 3.57189 -5.70897 -18.66524 0.16 -0.02 -0.10
H 4.71464 -7.08914 -18.29803 -0.52 -0.18 0.11
H 5.57201 -4.15516 -17.85573 0.10 -0.08 -1.02
H 6.57060 -5.59896 -17.85534 -0.05 -0.03 0.31
H 4.29665 -4.47614 -16.18820 -0.62 -0.39 0.02
H 5.80609 -4.81632 -15.58259 0.77 0.46 -0.25
C -0.10170 -5.75760 -17.11876 0.34 0.71 -0.50
C 0.03564 -6.69994 -18.27301 0.12 -1.30 0.58
C -0.34368 -8.16954 -17.91510 0.21 -0.53 -0.18
C 0.52963 -8.75387 -16.87698 -0.47 0.90 -1.37
N 1.26163 -9.16714 -16.10284 1.15 -0.38 1.66
H -1.13233 -5.42493 -16.99532 0.11 -0.05 0.40
H 0.51739 -4.90842 -17.40812 -0.23 0.41 0.41
H 0.34880 -6.19598 -16.22828 -0.20 0.03 0.39
H 1.09264 -6.79912 -18.52002 0.01 0.31 -0.42
H -0.51835 -6.32894 -19.13530 0.03 -0.39 -0.03
H -0.17167 -8.75555 -18.81793 -0.05 -0.34 -0.01
H -1.34208 -8.43761 -17.56952 -0.38 0.58 -0.21
C -3.40840 -4.32257 -14.71213 -0.31 -1.29 0.32
C -3.34048 -5.89462 -14.65523 -0.27 1.44 0.45
C -2.22940 -6.48568 -13.78621 -0.24 -0.71 0.69
C -2.39924 -6.45985 -12.26807 0.33 0.51 -0.45
N -2.52213 -6.51601 -11.11384 0.42 -0.18 -1.50
H -2.42875 -3.84596 -14.67687 -0.02 0.04 0.00
H -4.03726 -4.00918 -13.87880 0.29 0.38 0.01
H -3.93158 -4.03753 -15.62489 0.13 0.08 0.05
H -3.19527 -6.25632 -15.67316 -0.17 -0.35 0.15
H -4.28761 -6.21550 -14.22156 -0.09 -0.32 -0.54
H -1.27839 -6.13297 -14.18532 0.31 0.51 0.74
H -2.17756 -7.55772 -13.97635 -0.22 -0.31 -0.17
C -1.43653 -4.67271 -7.58129 1.05 0.35 0.09
C -1.19821 -4.27151 -9.04277 -1.85 -0.48 -0.14
C 0.10544 -4.74273 -9.69073 0.50 -0.36 0.76
C 0.34065 -6.20211 -9.57549 -0.20 -2.92 0.08
N 0.45073 -7.38478 -9.50309 0.05 2.20 -1.51
H -0.52816 -4.40463 -7.04176 0.00 -0.16 0.43
H -1.64037 -5.73273 -7.42984 0.10 -0.08 -0.23
H -2.24393 -4.13317 -7.08619 -0.04 0.12 -0.43
H -1.28117 -3.19447 -9.18842 0.37 0.02 0.13
H -2.02225 -4.69049 -9.62027 0.03 0.08 -0.16
H 0.93980 -4.22165 -9.22126 0.32 -0.15 0.13
H 0.18096 -4.47876 -10.74559 -0.18 -0.06 -0.16
C 4.10481 -5.54873 -10.08950 -0.03 0.42 -0.40
C 5.21223 -6.43055 -9.62301 0.66 -1.02 0.62
C 6.03144 -7.04768 -10.81182 -0.10 -1.08 0.18
C 5.47012 -8.22380 -11.55492 -1.50 -0.55 -0.76
N 5.01074 -9.13382 -12.14098 0.13 1.91 0.71
H 3.35778 -6.09869 -10.66184 -0.09 -0.08 -0.40
H 4.62380 -4.80662 -10.69614 -0.73 0.38 -0.27
H 3.54697 -5.04220 -9.30188 0.35 0.01 0.13
H 4.89298 -7.16579 -8.88436 -0.07 -0.45 -0.33
H 5.90018 -5.83329 -9.02460 0.32 0.08 -0.33
H 6.97298 -7.50857 -10.51321 0.36 0.39 0.54
H 6.29235 -6.27327 -11.53315 -0.07 -0.06 -0.19
C 3.48096 -0.52399 -14.40727 0.06 0.54 -0.46
C 2.64636 -1.76585 -14.65057 -0.40 -0.34 -0.54
C 2.94287 -2.99904 -13.82503 1.17 0.30 1.26
C 2.68441 -2.79164 -12.35583 0.25 -0.74 -2.32
N 2.48242 -2.61213 -11.24829 -0.29 -0.09 1.08
H 2.97680 0.16990 -13.73465 0.39 -0.13 0.25
H 3.59216 0.00690 -15.35274 -0.37 0.12 -0.07
H 4.52906 -0.68881 -14.15739 -0.13 -0.30 0.59
H 2.82708 -2.11545 -15.66705 -0.28 0.18 -0.29
H 1.58354 -1.55737 -14.52792 -0.02 0.22 -0.33
H 4.00630 -3.20122 -13.95292 0.38 0.10 0.42
H 2.51578 -3.90635 -14.25220 -0.81 0.02 0.34
```
Positions in Å, forces in eV/Å.

As for the spin multiplicity: 2. The gap between HOMO and LUMO (alpha / beta) is 4.4 / 3.2 eV. As for the charge: +4. As for the molar mass: 860.076 g mol⁻¹. The strongest force on any atom is 2.924 eV/A. The total energy is -1767.3254 Eh.

These are the Löwdin partial charges, in e, on atoms 1 to 8: atom 1 (Pb): 1.471, atom 2 (Pb): 1.726, atom 3 (C): -0.101, atom 4 (O): -0.417, atom 5 (H): 0.121, atom 6 (H): 0.077, atom 7 (H): 0.109, atom 8 (C): -0.064